The following is a DFT calculation (the ωB97M-V functional and the def2-TZVPD basis) of a 11-piece molecular cluster, C60H168F2N27O15P9 overall at a distorted geometry.

The calculation puts the HOMO-LUMO gap at 0.311 Eh. The energy above the lowest of the compared OMol25 structures with the same formula, charge and spin comes out at 196.0 kcal per mole. The SMILES is CN(C)P(=O)(N(C)C)N(C)C.CN(C)P(=O)(N(C)C)N(C)C.CN(C)P(=O)(N(C)C)N(C)C.CN(C)P(=O)(N(C)C)N(C)C.CN(C)P(=O)(N(C)C)N(C)C.CN(C)P(=O)(N(C)C)N(C)C.CN(C)P(=O)(N(C)C)N(C)C.CN(C)P(=O)(N(C)C)N(C)C.CN(C)P(=O)(N(C)C)N(C)C.O=C1OC[C@@H](F)O1.O=C1OC[C@@H](F)O1. As for the spin multiplicity: 1.

The geometry in XYZ format:
```
281
C60H168F2N27O15P9 | the Open Molecules 2025 dataset | the ωB97M-V functional and the def2-TZVPD basis
C -0.89 -2.34 5.51
C 0.17 -2.43 6.56
O 1.26 -2.64 5.76
C 0.97 -3.00 4.48
O 1.85 -3.16 3.64
O -0.40 -2.89 4.37
F 0.06 -3.54 7.40
H -1.12 -1.28 5.37
H -1.73 -2.80 6.04
H 0.04 -1.52 7.15
C 0.32 1.43 -8.46
C -0.82 1.25 -7.55
O -1.01 -0.11 -7.90
C 0.25 -0.73 -8.16
O 0.62 -1.90 -7.98
O 1.07 0.23 -8.37
F -1.79 2.15 -7.91
H 0.97 2.28 -8.25
H -0.12 1.63 -9.43
H -0.62 1.33 -6.48
O -6.72 -3.60 -5.59
P -6.30 -2.52 -4.57
N -5.57 -3.37 -3.16
C -6.14 -3.15 -1.86
C -5.18 -4.83 -3.28
N -7.54 -1.47 -4.09
C -7.36 -0.23 -3.25
C -8.94 -1.90 -4.04
N -5.25 -1.33 -5.04
C -5.16 -1.07 -6.52
C -4.27 -0.66 -4.20
H -7.21 -3.00 -2.00
H -5.88 -2.20 -1.38
H -5.86 -3.81 -1.04
H -4.48 -4.98 -4.11
H -6.02 -5.47 -3.54
H -4.70 -5.17 -2.36
H -6.72 0.51 -3.74
H -8.30 0.31 -3.18
H -7.00 -0.55 -2.27
H -9.07 -2.12 -2.98
H -9.64 -1.17 -4.43
H -8.97 -2.80 -4.65
H -6.17 -0.88 -6.89
H -4.65 -0.14 -6.73
H -4.52 -1.81 -6.99
H -3.24 -1.02 -4.20
H -4.57 -0.65 -3.15
H -4.23 0.35 -4.61
O 3.61 2.68 -2.80
P 3.21 2.66 -4.25
N 4.53 2.81 -5.35
C 4.35 2.63 -6.78
C 5.68 3.77 -4.94
N 2.15 3.99 -4.77
C 1.67 4.87 -3.71
C 1.47 4.30 -6.02
N 2.22 1.44 -4.63
C 2.74 0.13 -5.03
C 1.07 1.35 -3.73
H 3.50 2.01 -7.05
H 5.18 2.16 -7.32
H 4.05 3.58 -7.23
H 5.82 3.73 -3.86
H 5.36 4.80 -5.11
H 6.65 3.50 -5.35
H 2.06 5.89 -3.77
H 0.60 5.04 -3.62
H 1.90 4.47 -2.72
H 0.49 3.83 -5.96
H 1.45 5.35 -6.31
H 1.99 3.84 -6.86
H 2.00 -0.63 -5.30
H 3.40 0.20 -5.89
H 3.22 -0.50 -4.27
H 1.48 1.04 -2.77
H 0.35 0.60 -4.06
H 0.60 2.33 -3.62
O -6.00 4.40 5.97
P -4.65 3.74 5.82
N -3.70 3.52 7.30
C -3.00 4.77 7.88
C -4.25 2.77 8.42
N -3.67 4.48 4.67
C -4.18 5.49 3.66
C -2.34 4.10 4.46
N -4.74 2.18 5.28
C -3.88 1.07 5.70
C -5.87 1.87 4.42
H -2.74 5.54 7.16
H -2.05 4.54 8.37
H -3.67 5.24 8.59
H -3.54 2.29 9.09
H -4.98 2.01 8.12
H -4.71 3.47 9.12
H -3.46 6.29 3.48
H -4.19 5.11 2.64
H -5.19 5.85 3.86
H -2.11 3.06 4.24
H -1.82 4.56 3.62
H -1.72 4.44 5.30
H -4.28 0.42 6.48
H -3.54 0.51 4.83
H -2.95 1.40 6.16
H -6.10 2.80 3.88
H -6.78 1.70 4.99
H -5.77 1.20 3.57
O 7.70 2.88 2.32
P 8.24 3.78 1.24
N 9.94 3.34 0.92
C 10.13 1.92 0.87
C 10.96 4.20 0.23
N 8.36 5.39 1.85
C 9.03 5.58 3.11
C 7.39 6.35 1.65
N 7.42 3.82 -0.27
C 6.23 2.94 -0.48
C 8.09 4.24 -1.55
H 9.92 1.55 1.87
H 11.16 1.69 0.62
H 9.50 1.28 0.25
H 10.77 4.11 -0.84
H 11.94 3.76 0.42
H 10.93 5.23 0.58
H 9.80 6.35 3.07
H 8.28 5.87 3.85
H 9.42 4.63 3.46
H 6.85 6.18 0.72
H 6.77 6.32 2.55
H 8.00 7.26 1.55
H 6.66 2.04 -0.91
H 5.64 2.74 0.41
H 5.56 3.42 -1.20
H 8.96 4.86 -1.30
H 7.31 4.85 -2.01
H 8.33 3.41 -2.20
O -3.33 -10.23 0.54
P -4.47 -9.49 1.16
N -4.16 -8.98 2.75
C -5.33 -8.61 3.59
C -2.84 -8.67 3.29
N -6.01 -10.31 1.39
C -6.78 -10.60 0.15
C -6.16 -11.38 2.35
N -4.88 -8.05 0.33
C -6.06 -7.29 0.65
C -3.71 -7.34 -0.24
H -5.05 -7.67 4.06
H -5.33 -9.35 4.39
H -6.17 -8.30 2.97
H -2.27 -9.51 2.89
H -3.02 -8.84 4.35
H -2.45 -7.66 3.14
H -6.39 -11.50 -0.31
H -7.81 -10.68 0.49
H -6.61 -9.68 -0.42
H -5.68 -12.29 1.99
H -5.73 -11.24 3.34
H -7.23 -11.58 2.38
H -6.66 -7.06 -0.23
H -6.73 -7.88 1.27
H -5.71 -6.35 1.09
H -2.82 -7.96 -0.32
H -3.40 -6.44 0.28
H -3.91 -7.16 -1.29
O 0.71 0.64 5.34
P 1.95 1.52 5.46
N 3.42 0.74 5.76
C 4.15 0.09 4.66
C 3.84 0.35 7.12
N 1.83 2.79 6.57
C 0.67 3.02 7.53
C 2.83 3.95 6.69
N 2.21 2.47 4.03
C 3.53 3.11 3.63
C 1.05 2.93 3.25
H 5.08 0.65 4.65
H 3.74 0.10 3.65
H 4.51 -0.89 4.99
H 3.79 -0.72 7.34
H 3.25 0.92 7.84
H 4.91 0.53 7.24
H -0.02 3.86 7.42
H 0.13 2.08 7.68
H 0.96 3.18 8.56
H 2.53 4.81 6.09
H 3.04 4.35 7.69
H 3.78 3.50 6.41
H 3.46 4.08 4.14
H 4.44 2.61 3.97
H 3.60 3.18 2.55
H 0.96 2.39 2.30
H 1.16 4.01 3.20
H 0.15 2.81 3.85
O 8.05 -4.68 -2.48
P 6.88 -3.83 -2.07
N 5.98 -3.32 -3.36
C 6.58 -3.31 -4.67
C 4.73 -2.63 -3.40
N 7.46 -2.28 -1.48
C 6.69 -1.11 -1.16
C 8.94 -2.05 -1.22
N 5.76 -4.63 -1.03
C 5.06 -5.79 -1.56
C 4.73 -3.89 -0.34
H 6.68 -2.30 -5.07
H 6.07 -3.96 -5.39
H 7.58 -3.75 -4.73
H 5.05 -1.61 -3.60
H 4.18 -2.72 -2.47
H 4.05 -3.10 -4.12
H 7.12 -0.24 -1.66
H 5.62 -1.28 -1.28
H 6.69 -1.00 -0.08
H 9.15 -2.65 -0.33
H 9.67 -2.28 -2.00
H 9.03 -1.00 -0.93
H 4.51 -5.30 -2.37
H 5.76 -6.46 -2.06
H 4.28 -6.28 -0.97
H 4.50 -4.34 0.63
H 3.80 -3.95 -0.91
H 5.11 -2.90 -0.12
O -1.69 -0.10 -1.95
P -0.88 -0.84 -0.92
N -1.49 -2.38 -0.55
C -0.78 -3.53 0.18
C -2.91 -2.65 -0.79
N -1.08 -0.01 0.63
C -1.08 -0.63 1.98
C -0.80 1.45 0.67
N 0.74 -1.04 -1.36
C 1.10 -1.86 -2.48
C 1.87 -0.73 -0.43
H -0.22 -3.28 1.07
H -0.27 -4.06 -0.63
H -1.54 -4.03 0.77
H -3.17 -3.71 -0.75
H -3.27 -2.10 -1.67
H -3.54 -2.25 0.00
H -0.13 -1.12 2.19
H -1.22 0.27 2.58
H -1.95 -1.26 2.17
H 0.27 1.56 0.52
H -1.46 1.88 -0.08
H -1.15 1.84 1.62
H 1.02 -1.38 -3.46
H 2.16 -2.10 -2.41
H 0.52 -2.77 -2.31
H 2.10 0.31 -0.64
H 2.81 -1.25 -0.60
H 1.66 -0.77 0.64
O -4.59 5.60 -0.14
P -4.53 4.43 -1.09
N -3.03 4.12 -1.90
C -2.64 2.82 -2.49
C -1.93 5.16 -1.92
N -5.54 4.51 -2.42
C -5.40 3.77 -3.69
C -6.89 4.98 -2.09
N -5.00 3.01 -0.31
C -4.43 2.63 1.04
C -5.63 1.78 -0.86
H -3.26 1.99 -2.15
H -1.67 2.68 -2.01
H -2.48 2.77 -3.57
H -1.62 5.25 -2.96
H -1.08 4.78 -1.35
H -2.33 6.09 -1.53
H -4.82 4.30 -4.44
H -4.90 2.82 -3.46
H -6.39 3.55 -4.09
H -7.44 4.26 -1.49
H -6.81 5.92 -1.54
H -7.40 5.28 -3.00
H -3.93 1.66 0.95
H -3.62 3.24 1.44
H -5.16 2.56 1.84
H -4.95 0.92 -0.89
H -6.02 1.97 -1.86
H -6.43 1.50 -0.18
```